{
  "formula": "C42H112N8O12S",
  "method": "the ωB97M-V functional and the def2-TZVPD basis",
  "smiles": "O=S1(=O)CCCC1.COC[C@H](C)N.COC[C@H](C)N.COC[C@H](C)N.COC[C@H](C)N.COC[C@H](C)N.COC[C@H](C)N.COC[C@H](C)N.COC[C@H](C)N.CC(C)O.CC(C)O",
  "gap_ev": 9.1,
  "e_lumo_ha": 0.012,
  "symbols": ["S", "O", "O", "O", "O", "O", "O", "O", "O", "O", "O", "O", "O", "N", "N", "N", "N", "N", "N", "N", "N", "C", "C", "C", "C", "C", "C", "C", "C", "C", "C", "C", "C", "C", "C", "C", "C", "C", "C", "C", "C", "C", "C", "C", "C", "C", "C", "C", "C", "C", "C", "C", "C", "C", "C", "C", "C", "C", "C", "C", "C", "C", "C", "H", "H", "H", "H", "H", "H", "H", "H", "H", "H", "H", "H", "H", "H", "H", "H", "H", "H", "H", "H", "H", "H", "H", "H", "H", "H", "H", "H", "H", "H", "H", "H", "H", "H", "H", "H", "H", "H", "H", "H", "H", "H", "H", "H", "H", "H", "H", "H", "H", "H", "H", "H", "H", "H", "H", "H", "H", "H", "H", "H", "H", "H", "H", "H", "H", "H", "H", "H", "H", "H", "H", "H", "H", "H", "H", "H", "H", "H", "H", "H", "H", "H", "H", "H", "H", "H", "H", "H", "H", "H", "H", "H", "H", "H", "H", "H", "H", "H", "H", "H", "H", "H", "H", "H", "H", "H", "H", "H", "H", "H", "H", "H"],
  "xyz": [[7.573284, -3.367717, 2.573319], [1.143784, 4.505983, -0.273631], [2.268244, -3.125677, 3.742069], [4.998264, 2.669433, -2.018151], [0.202634, 2.529073, 4.695519], [-5.681386, -3.025397, -4.345241], [3.323954, -1.780777, -3.874311], [-8.291456, 3.040773, -0.848881], [-4.672786, 1.720903, -2.786931], [-1.302576, -4.321827, -1.266161], [7.110884, -4.748937, 2.304539], [-1.383066, 0.024453, -0.613931], [9.011964, -3.015257, 2.763869], [-7.300026, 3.447973, -3.676591], [2.783224, 3.544533, 5.135339], [7.437094, 1.727993, -3.205511], [2.323144, 7.966113, 0.048649], [-6.246336, 1.285833, 0.267009], [1.184334, 0.632143, -0.600301], [4.321034, -3.396337, -0.721781], [-2.386186, -6.995067, 1.087229], [2.040294, -4.516317, 3.499449], [4.542534, -2.912017, -2.011811], [3.709954, 3.085113, -1.730991], [1.726394, -1.403337, 0.623009], [6.728414, -2.636037, 4.017719], [-7.575436, 0.792673, -0.138051], [2.408454, -5.346447, 4.727149], [3.249914, -2.272677, -2.576811], [2.185424, -1.592187, -4.701911], [-4.329176, -3.098157, -3.757431], [6.046414, -1.335877, 3.474749], [1.509664, 5.342423, 6.004189], [1.802854, 6.442643, 1.819089], [5.042104, 1.410273, -2.772401], [0.594584, -4.760967, 3.284959], [6.764914, -2.235037, 1.276449], [2.162564, 6.562233, 0.351769], [-0.125986, -3.957857, -1.935421], [-2.455456, -5.643887, 0.505219], [-9.021236, 4.200833, -0.671321], [5.513964, -1.642807, 2.057579], [-1.192156, -5.313107, -0.285651], [-5.732036, 5.404013, -3.480911], [-5.919546, 3.860573, -3.718491], [-0.945326, 1.734293, 4.548219], [1.084624, 5.872103, -0.478331], [-2.631376, 0.545553, -0.221601], [-7.916186, -0.515937, 0.516749], [-3.904516, 1.401343, -3.941751], [6.908384, 0.797723, -1.082311], [0.757644, -0.724047, -0.348921], [-4.212916, -2.174937, -2.523421], [0.598344, 2.807393, 6.026299], [1.786054, 3.829663, 6.099399], [-5.099686, 3.077893, -2.631021], [-0.662956, -0.803157, 0.306529], [-8.603576, 2.040563, 0.116169], [4.906534, -4.208097, -2.762021], [-2.824256, -4.830467, 1.724379], [-4.118726, -4.539177, -3.386501], [0.288944, 3.734843, -1.056491], [6.483614, 0.850673, -2.569151], [0.226114, -4.403957, 2.323259], [-1.874896, 2.112403, 4.973689], [-2.379586, -7.715717, 0.379609], [3.586014, 2.678633, -0.727241], [-0.208306, -3.170167, -2.684331], [5.345304, -0.961337, 4.220589], [2.155684, 6.129483, 6.393149], [7.232894, 2.682953, -2.947741], [-0.751206, 0.861653, 5.171859], [1.137144, 5.598083, 5.012239], [1.562614, 8.491173, 0.456109], [6.710694, -0.476697, 3.381819], [-0.292866, 3.126113, 6.566929], [-6.331326, 2.285683, 0.152239], [-1.139536, 1.359283, 3.543359], [1.331014, 6.131233, -1.508011], [-2.748536, -3.773197, 1.470319], [4.343014, 0.645483, -2.434061], [-6.974816, -1.024807, 0.724019], [0.119704, 6.301063, -0.208071], [-3.332576, -6.996217, 1.439989], [-10.017116, 3.867513, -0.963221], [-7.699046, 3.579803, -2.758161], [2.560734, 6.745223, 2.541699], [-8.677216, 2.415253, 1.137089], [0.901024, 1.823323, 6.384169], [-3.758926, -5.207697, -4.168631], [-3.756396, -2.847197, -4.650211], [-3.910726, -4.775707, 1.792779], [-5.631926, 0.993193, -0.479291], [-4.548206, -2.616487, -1.584951], [2.707014, -1.496427, 0.156309], [-4.712026, 5.785573, -3.435361], [-7.649586, 0.611333, -1.210301], [4.801564, 1.697623, -3.795961], [6.804354, 1.782253, -0.626281], [0.590884, -3.619327, -1.187361], [4.163294, -4.987447, -2.593751], [-5.552406, 3.226323, -1.650661], [-6.291786, 5.721393, -2.601111], [6.599444, -2.665897, 0.288989], [3.455894, 4.135643, -1.872191], [3.164504, 6.167103, 0.184149], [-3.431526, -0.166207, -0.424741], [1.309644, -2.351007, 0.964089], [2.541764, 2.704823, 4.628699], [2.480444, -1.355187, -5.724111], [0.437604, 1.267553, -0.842681], [2.153614, 3.749043, 7.122379], [1.927534, -0.878177, 1.556729], [5.935314, -3.378127, 4.109379], [6.361064, -0.085717, -3.113451], [-6.166376, 5.695043, -4.437341], [1.675284, -2.749557, 3.087449], [1.729204, 1.066693, 0.130709], [-8.462856, -1.122537, -0.205261], [5.048694, -3.819867, -0.163901], [5.201284, -2.047477, -2.093851], [-0.070296, -4.296357, 4.013089], [-2.637216, 0.973353, 0.780929], [5.830934, -4.475767, -2.250241], [0.977614, 7.150393, 1.897559], [-4.677546, -1.202217, -2.684761], [4.794374, -3.975407, -3.820971], [7.950174, 0.501483, -0.959781], [-7.341766, 2.439623, -3.716491], [3.006364, -1.352217, -2.046211], [-2.280566, -4.908107, 2.665919], [2.613434, 4.199423, 4.385409], [6.283104, 0.039663, -0.610641], [-9.016586, 4.549713, 0.361329], [-3.769266, 0.352263, -4.204911], [2.086384, 7.886083, -0.929941], [2.826804, 2.667383, -2.214361], [-4.380306, 1.793863, -4.840451], [1.366254, -0.954757, -4.369141], [-3.412596, -4.643607, -2.562741], [-0.230016, 4.443573, -1.701841], [0.301914, -5.801487, 3.425549], [-8.757506, 5.090393, -1.243361], [1.742244, -2.587457, -4.668221], [5.060694, -0.709767, 1.722779], [4.632384, -2.283757, 2.047139], [7.448994, -2.677737, 4.834499], [0.406774, -4.775347, -2.421191], [-6.009576, -3.924957, -4.413711], [-2.792326, 1.443623, -0.817981], [2.648984, -4.823047, 2.648849], [-0.402716, 3.263523, -0.358221], [7.507074, -1.449927, 1.131869], [-0.904446, -6.278337, -0.702351], [3.377724, -3.697917, -0.523521], [0.827264, 2.876223, -1.457841], [-0.313896, -5.299007, 0.359769], [3.462294, -5.403177, 4.999739], [1.938124, -4.875267, 5.590219], [-0.672166, -0.225277, 1.230699], [-3.171046, -1.903247, -2.353751], [-9.623526, 1.666903, 0.025709], [0.657234, -1.261857, -1.291671], [1.415344, 5.444713, 2.024209], [-4.144866, 3.589853, -2.511371], [2.376924, -2.923137, -2.523141], [-8.337866, -0.476227, 1.521099], [-0.982156, -1.844957, 0.335809], [-2.957806, 1.941553, -3.939221], [-3.275566, -5.930507, -0.153091], [0.652044, 5.413933, 6.673129], [-5.498856, 3.586463, -4.685961], [2.127164, -6.376207, 4.506759], [-5.054766, -4.979047, -3.042371], [8.405924, 1.607853, -2.946611]],
  "forces_ev_per_angstrom": [[0.990, 0.439, -0.650], [1.182, -0.204, 0.782], [-0.068, -0.291, -0.258], [0.258, -1.043, -1.840], [-0.066, 1.376, -1.696], [0.251, 0.470, 0.546], [2.029, 0.882, -1.981], [1.734, -0.764, 0.499], [-1.220, -1.340, -0.134], [-0.999, 0.536, -0.153], [0.893, 1.918, 0.542], [-0.556, -0.457, -0.105], [-2.468, -1.016, -0.858], [-0.802, 0.152, -0.373], [0.854, -0.628, -1.477], [0.125, 0.824, -1.511], [-0.464, -0.153, -1.088], [-0.578, -0.172, -0.374], [0.385, 0.315, -0.421], [-1.178, 1.382, 3.220], [0.809, -0.771, 0.836], [0.816, -0.479, 1.324], [-1.537, -1.072, -2.215], [-1.504, -0.438, 1.380], [0.325, 0.000, -0.468], [-0.723, -0.425, -1.731], [-1.225, 2.478, 0.732], [0.865, 0.339, -0.059], [-1.446, 0.990, 0.564], [-0.241, -2.033, 0.973], [-1.785, -0.291, -0.419], [0.731, -0.416, 0.598], [-2.670, -0.535, 0.540], [-0.546, -0.087, -0.076], [1.426, 1.418, 1.095], [-1.857, -0.277, -0.489], [-0.322, 0.780, 1.410], [0.796, -0.468, 1.956], [1.311, -0.353, 0.808], [0.226, -1.133, 0.049], [-1.784, 0.243, 0.464], [0.377, -0.145, 0.364], [0.635, -1.833, 0.204], [-0.749, -1.643, -1.138], [1.676, -1.053, 1.971], [0.322, -1.167, 1.442], [1.129, 0.681, 0.031], [0.187, 0.575, -0.418], [0.458, -0.452, 0.298], [-0.432, 1.651, -0.867], [-0.981, -1.107, -0.491], [-0.606, -0.011, 2.243], [0.623, 0.378, -0.886], [-0.390, 0.215, -0.549], [-0.290, 0.655, 0.848], [1.961, 1.143, -0.479], [0.915, 1.967, -1.827], [0.344, -2.196, -0.638], [-0.304, 1.649, -0.831], [-0.978, 2.941, -1.395], [0.696, -0.919, 0.633], [-0.572, -0.006, 0.969], [-0.301, 1.250, 0.270], [0.057, -0.116, -0.243], [-0.028, 0.800, -0.129], [0.152, -0.119, -0.346], [-0.710, 0.990, 0.660], [-0.854, 0.023, 0.231], [-0.575, -0.412, -0.280], [0.852, -0.773, -0.240], [-0.245, 0.167, -0.047], [-0.175, -0.682, -0.012], [0.129, 0.174, -0.119], [-0.240, 0.210, 0.151], [0.611, -0.275, -0.031], [0.085, 0.261, 0.454], [0.479, 0.287, 0.072], [0.473, 0.566, -0.166], [-0.323, -0.104, -0.578], [0.655, 0.454, -0.190], [-0.340, 0.255, 0.384], [0.190, -0.133, -0.347], [-0.388, 0.066, -0.016], [-0.038, -0.976, 0.715], [-0.689, 0.908, 0.210], [0.142, 0.487, 0.212], [0.166, -0.125, -0.250], [1.074, 0.306, 0.275], [0.412, 0.062, 0.788], [0.004, 0.309, -0.355], [0.835, 0.506, 0.640], [-0.168, -0.929, 0.830], [0.595, 0.011, -0.017], [-0.356, -0.200, -0.243], [-0.017, -0.530, 0.073], [0.037, -0.450, 0.043], [0.174, 0.276, -0.251], [0.288, -0.489, -0.255], [-0.294, -0.151, -0.040], [0.240, 0.360, 0.164], [-0.107, 0.202, 0.478], [-0.448, -0.635, -0.102], [-0.125, 0.158, -0.211], [-0.102, -0.427, 0.477], [1.008, 0.374, 0.550], [-0.202, -0.769, -0.292], [-0.179, 0.032, 0.379], [0.230, -0.440, -0.397], [0.232, -0.714, 0.261], [0.250, 0.089, 0.326], [-0.196, -0.591, 0.013], [0.301, -0.614, 0.187], [-0.391, 0.663, -0.046], [-0.151, 0.065, 0.707], [0.866, -0.509, 0.313], [-0.291, 1.174, 0.413], [0.118, 0.830, 0.054], [0.002, -0.281, 0.233], [-0.395, -0.167, 0.519], [-0.273, -0.090, -0.455], [0.982, -0.497, 0.142], [0.450, 0.555, 0.390], [0.012, -0.640, 0.537], [0.401, -0.551, -1.187], [-0.338, -0.046, 0.572], [-0.449, -0.169, -0.053], [1.366, -0.479, -0.427], [0.007, -0.170, -0.272], [0.134, -0.327, -0.537], [-0.090, -0.243, 1.173], [-0.103, -0.857, -0.288], [0.446, 0.423, -0.169], [-0.046, 0.105, 0.695], [-0.083, -0.181, 0.317], [-0.119, -0.145, 1.099], [0.351, 1.385, -0.741], [0.534, -0.968, -1.056], [-0.363, 0.101, -0.145], [0.461, 0.738, 0.467], [0.109, 0.059, 0.024], [-0.193, -0.836, -0.737], [0.295, -0.227, -0.607], [0.609, -0.568, -0.578], [-0.575, -0.282, -0.738], [0.666, 0.164, -0.803], [0.335, -0.644, 0.196], [-0.247, 0.448, -0.071], [-0.353, -0.566, -0.197], [-0.069, 0.061, -0.015], [-0.166, -0.200, -0.480], [-0.037, -0.162, -0.234], [-0.695, 0.074, -0.093], [0.018, 0.089, 0.148], [-0.363, -0.387, -1.096], [0.379, -0.177, 0.087], [0.109, 0.675, -0.928], [0.137, 1.396, 0.613], [0.243, 0.335, -0.413], [-0.457, -0.483, 0.053], [0.104, -0.655, 0.635], [0.320, -0.274, -0.045], [-0.352, -0.113, -0.823], [0.278, -0.108, -0.042], [0.151, -0.007, 0.261], [0.329, 0.655, -0.155], [-0.118, -0.609, 0.333], [-0.594, 0.259, -0.201], [-0.432, 0.012, 0.268], [0.453, -0.220, 0.367], [-0.344, 2.217, -0.795], [-0.484, 0.575, -0.026], [-0.078, 0.237, -0.151], [-0.331, 0.049, 0.490], [-0.167, 0.105, 0.235], [-0.078, -0.566, 0.153]]
}